*1*
{"formula": "C2H6S", "method": "ωB97M-V/def2-TZVPD", "smiles": "C=C.S", "lumo_energy_ev": 0.87, "total_charge": 0, "homo_ev": -9.82, "species": ["C", "C", "H", "H", "H", "H", "S", "H", "H"], "xyz": [[0.67, 0.31, 2.16], [1.38, -0.60, 1.51], [1.11, 0.93, 2.93], [-0.38, 0.45, 1.95], [2.44, -0.75, 1.70], [0.94, -1.21, 0.74], [-0.86, 0.15, -1.61], [-1.26, -0.82, -2.46], [-2.03, 0.80, -1.74]], "lowdin_charge": [-0.09, -0.09, 0.04, 0.04, 0.04, 0.02, 0.47, -0.22, -0.22]}

*2*
{"formula": "C2H6S", "method": "ωB97M-V/def2-TZVPD", "smiles": "C=S.C", "lumo_energy_ev": -0.19, "total_charge": 0, "homo_ev": -8.58, "species": ["C", "S", "H", "H", "C", "H", "H", "H", "H"], "xyz": [[1.71, -0.21, 0.23], [0.60, 0.27, 1.30], [1.81, -1.28, 0.08], [2.50, 0.47, -0.06], [-1.31, 0.16, -0.31], [-2.10, -0.39, -0.82], [-1.88, 0.87, 0.29], [-0.70, -0.61, 0.23], [-0.64, 0.72, -0.95]], "lowdin_charge": [-0.52, 0.71, 0.01, 0.00, -0.19, 0.03, 0.03, -0.08, 0.02]}

*3*
{"formula": "C2H6S", "method": "ωB97M-V/def2-TZVPD", "smiles": "C=C.S", "lumo_energy_ev": 0.93, "total_charge": 0, "homo_ev": -9.86, "species": ["C", "C", "H", "H", "H", "H", "S", "H", "H"], "xyz": [[0.23, -0.74, 0.76], [1.50, -0.35, 1.12], [-0.36, -1.30, 1.43], [-0.22, -0.37, -0.14], [1.92, -0.50, 2.12], [2.16, 0.15, 0.45], [-1.75, 0.68, -2.41], [-2.69, 1.52, -1.82], [-0.80, 0.92, -1.51]], "lowdin_charge": [-0.05, -0.05, 0.03, -0.02, 0.04, 0.02, 0.46, -0.18, -0.26]}

Relative energies in eV: *1* 0.000; *2* 1.432; *3* 0.258